12
Properties=species:S:1:pos:R:3:forces:R:3:mulliken_charge:R:1 method="wB97M-V/def2-TZVPD" total_charge=0 smiles="O=C1CCN=CO1" homo_lumo_gap_ev=11.351 spin_multiplicity=1 de_lowest_kj_mol=115.2
H -1.81279 -0.43297 1.90754 0.099 -0.352 -0.079 0.40
C 0.93888 0.46825 -0.37139 0.222 -1.058 0.558 -0.54
C -1.23555 -0.36213 0.98841 -0.083 0.688 0.033 0.05
C -0.49414 0.62179 -0.91719 0.230 -0.174 0.088 -0.35
H 1.19406 1.44334 0.09634 0.172 -1.064 0.324 0.27
H -0.71945 1.52090 -1.51522 0.703 -0.267 0.309 0.32
O 1.89375 -1.61026 0.90356 -1.195 1.564 -0.692 -0.47
N -1.32329 0.67323 0.27621 -0.705 -0.608 -0.071 -0.46
H -0.75601 -0.24039 -1.54661 -0.010 0.053 0.201 0.29
C 0.98988 -0.90699 0.55503 -0.699 0.262 -0.876 0.54
O -0.36893 -1.40508 0.74148 1.260 0.747 0.395 -0.34
H 1.69360 0.23031 -1.11815 0.005 0.211 -0.189 0.30